No. 1
# C32H36N6O2PdSe

A structure of composition C32H36N6O2PdSe at a distorted geometry (ωB97M-V/def2-TZVPD, OMol25).

Geometry (Å):
C 15.882099 11.859614 5.614337
C 16.746369 10.208608 9.359214
H 12.376330 13.941786 11.587632
H 13.937038 5.930158 8.701087
N 17.168047 12.324243 5.725736
C 8.574503 9.603893 9.574848
H 13.773145 6.882947 5.901995
O 14.462799 10.926255 9.046235
C 12.050957 15.328047 9.937035
C 12.905620 14.777363 11.121269
C 18.085464 14.707622 6.096818
C 15.673876 6.936345 7.903558
C 19.467411 12.107728 11.237107
C 18.110515 11.756150 10.701515
C 8.937621 10.978163 9.351465
H 13.564650 12.329407 10.656626
H 14.623557 5.121309 7.360586
C 17.041095 13.766818 5.919677
C 15.701050 12.244719 10.481062
C 17.020220 12.608090 10.923915
C 11.371733 7.867259 7.683767
H 17.259500 13.501510 11.457567
N 15.511032 8.378524 8.276732
H 18.326920 10.726802 6.500583
H 12.354648 12.362379 8.292463
C 15.705392 14.101321 5.826732
H 9.001152 7.612043 8.956190
H 16.255546 6.562388 8.723805
H 19.410319 13.188011 11.485869
H 13.984003 12.720860 5.805945
H 19.240046 12.103301 5.906604
H 7.231939 9.750283 11.245667
H 14.317408 15.782918 6.053935
Pd 13.843579 9.439757 7.846224
H 12.440833 16.327339 9.705141
H 18.407039 11.070574 4.731753
H 9.637452 13.278255 9.052358
H 18.422304 16.792359 6.677149
C 17.709305 15.996970 6.329614
C 17.966930 10.576903 9.885775
C 9.393643 8.620035 8.995482
O 12.178814 10.685020 7.532322
H 7.665801 8.112332 10.859923
H 10.837931 6.887546 7.647473
C 13.272012 6.650180 6.812589
C 11.069649 10.320786 8.171573
H 11.571839 14.986197 7.847027
C 15.603680 11.107059 9.569111
N 12.599220 7.909484 7.236956
N 14.176769 14.250152 10.640547
H 16.223515 6.818587 6.968286
H 16.059321 17.438144 6.358801
C 14.448435 12.954294 10.645651
H 19.179853 14.485257 6.088337
H 8.367945 11.874213 9.643522
H 6.524126 8.901855 9.831019
H 20.264253 11.940514 10.507711
H 19.662451 11.423425 12.090730
H 17.295783 8.171799 9.144929
C 12.168220 14.499633 8.657897
H 14.964322 14.827532 10.486362
C 16.520469 8.882695 8.888358
H 12.509521 5.868667 6.651772
Se 15.189864 10.165274 5.252859
C 15.335107 15.440753 6.089368
C 14.366928 6.106445 7.740937
C 16.336541 16.382229 6.236079
H 18.850972 10.001599 9.625549
H 10.993875 15.506829 10.262997
H 13.080815 15.590541 11.842341
C 10.205022 11.314465 8.772073
N 14.989234 12.898705 5.740346
N 11.750498 13.086052 8.711664
C 10.502778 12.699484 8.806263
C 10.631632 8.944817 8.331029
H 13.206661 14.517632 8.281106
C 18.398434 11.502798 5.733605
C 7.462671 9.054279 10.422437

Cartesian forces (eV/Å) of the 3 atoms listed first:
-0.108 0.409 0.367
-1.354 1.569 0.901
0.175 0.254 0.170

* multiplicity: 3
* E_LUMO (spin up / spin down): -0.2233 / -0.2433 Eh
* HOMO-LUMO gap (spin up / spin down): 5.72 / 6.20 eV
* charge: +2


No. 2
# C32H37BaI2N3O6Sb2

A structure of composition C32H37BaI2N3O6Sb2 (ωB97M-V/def2-TZVPD, OMol25).

Geometry (Å):
I -1.740252 -3.688078 -2.905882
C 3.203279 -1.167372 3.681387
H 1.907555 -0.796554 -4.182906
C -2.772799 -1.587027 1.261205
H -1.631652 -4.871271 0.995493
H -1.013147 -2.865405 -0.115720
I -4.598233 0.250901 -6.318684
C -1.616552 0.642348 -3.113314
H -2.930452 -1.361731 0.207351
C -2.559708 0.953652 -4.124961
O -4.599804 1.432082 4.998383
O -1.660396 1.264900 5.293446
C -3.432629 -2.926220 1.634118
H 3.210184 0.376021 -4.439092
C -1.316687 -0.734727 -2.746163
H -2.884600 -2.344734 4.097164
C -3.225244 -0.110410 -4.804842
O -0.484419 1.533645 2.606982
C 5.521401 -0.783474 0.921677
H 3.247186 2.922012 3.053098
C -2.799467 2.318934 -4.383363
H 5.443775 -0.015601 -2.384717
C -2.280128 1.474862 4.260175
H -4.356220 -2.793118 2.194874
H 6.712371 -4.124524 -0.670053
H 3.643976 1.824633 4.394641
C -1.232026 2.868487 -2.679895
C -0.758056 -2.848168 0.944520
N -0.974111 1.611156 -2.417666
H -0.712380 3.615906 -2.088496
H -3.625635 -3.563241 0.771190
O -2.565117 1.418489 0.688507
O -0.454851 -0.995738 -1.825489
H 5.176070 1.102622 -1.058763
H -0.045068 -1.884141 3.171924
C 6.377269 -3.200507 -0.216922
H -2.320077 4.331234 -3.829831
C 2.902907 -0.492917 -3.859326
H 1.937850 2.114354 3.934446
H -1.465867 -3.375578 4.356694
C 2.958423 2.006672 3.568157
C 2.530065 -2.037364 -1.127864
C -3.784480 1.502740 4.110323
H -0.551959 -4.533633 2.361839
C -2.142073 3.278518 -3.662076
H 6.049835 -1.698437 2.783703
H 4.081566 -0.982744 4.299808
C -1.729787 1.583243 2.911255
H -2.909485 -4.475206 2.908066
C -4.075500 1.494830 2.621275
H -3.515291 2.595863 -5.144931
C -2.038391 -1.704804 -3.432770
H 5.647354 0.638348 2.514668
C -1.992415 -2.759740 3.629532
Sb 2.986635 0.368289 2.206792
H 6.786196 -3.823330 1.800181
H 5.171207 1.351488 0.978928
H 0.330450 -2.808834 1.015076
C -1.282967 -4.099740 1.680633
C 5.997733 -1.834810 1.709197
C 4.964356 0.094505 -1.411019
H 2.320664 -1.147487 4.322335
C -1.101486 -1.672105 2.998358
N -1.333064 -1.645552 1.550090
H -3.473104 -2.218152 -4.940758
H 5.899358 -2.291198 -2.089889
C 5.064450 0.468551 1.608153
H 2.720113 -2.126593 -0.056538
C 5.918005 -2.166726 -1.012346
Ba -0.129066 0.635205 0.164831
C 6.416813 -3.032991 1.159522
Sb 2.814535 -0.012955 -1.783202
H 3.602039 -1.310617 -4.032557
H -1.313708 -0.701817 3.439240
H 1.499711 -2.305434 -1.362999
O -5.169437 1.334442 2.111335
C -2.963987 -1.402088 -4.445235
H -3.205903 -0.770978 1.832942
C 5.477892 -0.954160 -0.474938
H 3.292918 -2.150733 3.221238
C -2.772113 1.550299 1.943898
N -2.453569 -3.658094 2.510582
H 3.217921 -2.698274 -1.653422

Cartesian forces (eV/Å) of the 3 atoms listed first:
0.045 -0.239 0.061
-0.013 -0.053 0.087
-0.006 0.002 0.013

* energy relative to the best compared isomer or geometry (same formula, charge and spin): 0.6863 eV
* E_LUMO: -0.0310 Eh
* HOMO-LUMO gap: 5.66 eV
* charge: 0


No. 3
# C32H37BrNNiP

A structure of composition C32H37BrNNiP at a distorted geometry (ωB97M-V/def2-TZVPD, OMol25).

Geometry (Å):
C -2.336133 2.577046 1.849848
H -2.227637 -0.919805 -2.810310
C 4.467577 1.012937 1.202109
H -0.703847 -4.701764 -0.490605
C -1.315256 -4.470191 0.399054
H 0.744998 -4.709287 -4.280745
C 3.420149 0.159282 0.831390
H -3.833324 -2.649359 0.877501
C -1.904076 2.293169 3.185592
H 3.436445 -1.925007 0.227480
C -3.243306 3.373941 -0.680680
H 0.441070 2.935843 -0.648969
H 4.439191 -1.554377 1.571216
H 0.929344 1.958750 -1.995728
C -2.239157 3.062773 4.252872
C 4.567942 2.358323 0.815063
H -3.983997 -1.266332 -2.705117
C -2.845043 -2.014305 -0.994352
H 3.094981 -2.081554 -3.709374
C -3.094215 -1.015309 -2.128741
C -3.006177 4.212474 4.057116
H 2.696299 -1.619845 1.790952
H -4.005702 5.465254 2.655703
H 5.741965 3.269975 2.361161
C -3.599302 4.087137 0.415494
H -3.378720 -0.061094 -1.649342
P -1.258839 -1.684459 -0.117099
C 3.512267 2.822704 0.025348
C 1.332083 2.628427 -1.237138
C 2.435701 2.027856 -0.337097
H 1.724419 3.492326 -1.761258
N 1.133463 -0.018536 -0.128866
H 6.679755 2.724750 1.008007
H 0.437103 -3.898949 2.345782
C -2.333943 2.327026 -0.537612
H -4.238164 4.973994 0.293100
H 1.975859 -3.682828 -5.071766
H 1.169721 -3.262896 0.838285
H 5.682068 4.232619 0.903372
C 2.344322 0.702551 0.072312
C -4.003935 -2.012491 -0.002154
C 5.751077 3.198002 1.265965
C 1.163173 -0.958829 -1.156474
H 0.203189 -3.346421 -5.210023
H -2.757263 -3.012810 -1.443967
C 2.265567 -1.140828 -1.995940
Ni -0.473318 0.384489 0.751054
H -3.603536 3.697823 -1.649123
H -1.764181 -2.855240 1.784041
H -3.241262 4.829901 4.912233
C 0.063897 -2.738054 -2.401334
H -1.828497 2.839467 5.240474
C 0.373593 -3.092212 1.600191
H 5.306884 0.627579 1.785961
H 3.169562 -0.612670 -1.767270
C -1.873586 1.865946 0.697206
C -1.015882 -3.097793 1.011682
H 3.545967 3.823013 -0.340246
C 1.022299 -3.691643 -4.539142
H -0.820799 -3.356250 -2.602156
C 1.131662 -2.863815 -3.296660
H 0.670163 -2.173572 2.109837
H -2.358035 -4.565150 0.159160
H -4.126176 -1.006317 0.369111
H -1.968280 1.833466 -1.422593
Br -0.863461 0.702671 3.435407
H -4.959594 -2.339857 -0.399704
C 2.232321 -2.025591 -3.044558
C -3.426523 4.547289 2.812734
C 0.059621 -1.834945 -1.348844
H -1.093119 -5.223290 1.169101
C 3.501793 -1.313013 1.109328
C -3.143212 3.747910 1.712712

Cartesian forces (eV/Å) of the 3 atoms listed first:
0.424 0.235 0.158
-0.469 0.144 0.403
0.393 -0.065 -0.138

* multiplicity: 3
* E_LUMO (spin up / spin down): 0.0216 / 0.0029 Eh
* HOMO-LUMO gap (spin up / spin down): 7.66 / 7.37 eV
* charge: 0